The following is a quantum chemistry calculation of C26H21Br2IrN6O6S2 as an isolated structure at a distorted geometry, from the OMol25 dataset.

```
64
Properties=species:S:1:pos:R:3:forces:R:3
Ir -0.46746 -0.47188 -0.17161 0.023 -0.966 -1.163
C -4.59713 3.04177 0.07742 -0.097 -0.022 0.045
S -3.53162 3.21675 1.53391 0.194 -0.033 -0.122
C -2.54597 1.76270 1.32310 -0.207 -0.324 -0.032
S -0.86758 2.02231 1.45986 -0.146 0.657 0.595
N -3.11947 0.62930 1.11693 0.170 0.033 -0.360
N -2.22415 -0.42046 0.91541 0.133 0.240 0.811
C -2.52415 -1.50497 1.52339 0.090 -0.051 -0.090
C -1.61567 -2.62667 1.34892 -0.026 0.044 -0.061
C -1.87085 -3.89218 1.83457 0.004 0.003 0.052
C -0.96394 -4.90651 1.56008 0.007 0.016 0.012
C 0.15637 -4.61280 0.80673 -0.011 -0.030 0.000
C 0.36074 -3.31635 0.36101 -0.014 -0.020 -0.033
N -0.50417 -2.34061 0.63494 0.164 -0.111 0.119
H -5.41198 3.75008 0.21341 0.023 0.026 0.009
H -5.00128 2.03472 0.03553 0.001 0.010 0.008
H -4.05667 3.28700 -0.83434 0.026 -0.018 0.014
H -3.40354 -1.55871 2.15360 -0.077 -0.041 -0.107
H -2.76879 -4.07364 2.40823 -0.003 -0.005 -0.005
H -1.13571 -5.90860 1.92777 -0.008 -0.004 -0.010
H 0.88463 -5.37150 0.55992 0.003 0.002 0.017
H 1.24556 -3.03551 -0.18754 -0.096 -0.054 0.008
C 0.38470 3.36353 -1.17271 -0.026 -0.055 0.065
C -0.64592 2.46363 -1.75442 0.076 -0.093 -0.120
N -0.89596 1.17915 -1.51005 0.160 0.285 0.399
C -1.86736 0.78516 -2.40614 -0.073 0.027 0.031
C -2.23275 1.84060 -3.17932 -0.002 -0.024 0.017
N -1.45378 2.87678 -2.74899 -0.010 0.039 -0.035
C -3.21730 2.07807 -4.27454 -0.016 -0.054 -0.020
O -3.90328 1.04222 -4.70255 0.021 0.018 0.048
O -3.33257 3.19797 -4.70065 0.009 0.023 -0.014
C -2.26625 -0.63108 -2.44649 0.164 -0.103 0.166
O -3.06647 -1.06290 -3.25677 -0.096 0.057 -0.065
O -1.63318 -1.35460 -1.57245 -0.265 0.066 -0.191
H 1.12842 2.79581 -0.62355 -0.017 -0.004 0.028
H -0.06584 4.08251 -0.48871 -0.004 0.019 -0.011
H 0.88067 3.90970 -1.97574 0.011 -0.003 0.017
H -1.49319 3.79424 -3.17431 0.005 0.001 0.014
H -3.66399 0.20335 -4.22326 0.018 0.002 -0.013
Br 4.82270 -0.82497 -4.27456 0.026 -0.003 -0.012
C 3.35999 -0.74679 -3.11359 -0.017 0.008 0.005
C 2.28856 -1.60935 -3.27701 -0.008 -0.023 -0.025
C 1.22605 -1.51535 -2.40209 -0.032 -0.019 0.016
N 1.19669 -0.62733 -1.39998 0.064 -0.189 0.014
C 2.23756 0.20237 -1.24814 -0.035 -0.042 -0.010
C 3.33325 0.17874 -2.08097 0.021 0.004 0.007
H 2.27032 -2.34159 -4.07070 0.003 0.001 0.000
H 0.36270 -2.15984 -2.49853 -0.011 0.010 -0.002
H 2.18021 0.89276 -0.42036 0.012 -0.018 0.046
H 4.15351 0.86145 -1.91557 0.001 0.005 -0.005
Br 6.11413 -1.20109 4.88102 0.010 -0.004 0.003
C 4.51654 -0.33107 4.36985 -0.022 0.005 -0.006
C 4.06596 0.75689 5.10182 0.006 0.004 0.005
C 2.89146 1.39038 4.72215 -0.013 0.005 0.005
C 2.17562 0.94320 3.62263 0.009 -0.030 -0.018
C 2.63996 -0.14722 2.89519 0.085 -0.022 -0.066
C 3.81527 -0.79044 3.27039 0.008 0.022 -0.002
C 1.91834 -0.67385 1.68914 -0.296 -0.092 0.255
O 2.32744 -1.64681 1.07643 0.183 0.186 -0.081
O 0.82630 -0.00964 1.40129 -0.091 0.640 -0.166
H 4.62775 1.10228 5.95851 -0.003 0.001 0.001
H 2.53539 2.23722 5.29351 -0.002 -0.001 0.000
H 1.25605 1.42957 3.33050 -0.002 0.003 0.014
H 4.16516 -1.63786 2.69850 -0.004 0.001 -0.003
```
Positions in Å, forces in eV/Å.

Values from the calculation:
Lowest unoccupied orbital energy (spin up / spin down) ... -0.149 / -0.196 Eh
⟨S²⟩ ... 0.75
Total charge ... +1
Orbital gap (spin up / spin down) ... 7.074 / 5.787 eV
HOMO (spin up / spin down) ... -11.1 / -11.1 eV
Energy above the lowest of the compared OMol25 structures with the same formula, charge and spin ... 59.2 kJ/mol
Largest force on an atom ... 1.51 eV/A
Spin multiplicity ... 2

Here are the Löwdin charges for atoms 1 to 4, given in e: 1.426 -0.356 0.882 -1.086